No. 1
ORCA calculation (ωB97M-V with the def2-TZVPD basis set) on the molecule C3H5B in a non-equilibrium geometry.

The geometry in XYZ format:
```
9
Properties=species:S:1:pos:R:3:forces:R:3
B 1.190450 -0.848763 -0.508186 1.4 -1.7 -1.3
C 0.030873 -1.212976 0.524960 -0.4 -0.2 1.1
C -0.537088 0.535192 -1.050665 -0.2 0.8 -0.3
C -0.020558 0.166157 0.144834 -2.0 1.8 1.3
H -0.672425 -1.749144 -0.108289 0.0 -0.6 0.1
H 0.066770 -1.541346 1.582174 0.3 0.3 -0.9
H -1.398161 -0.008372 -1.528385 1.4 0.3 0.3
H -0.207716 1.495580 -1.477990 -0.4 -0.6 0.1
H 0.625554 0.886515 0.671006 -0.1 -0.2 -0.4
```
Positions in Å, forces in eV/Å.

Values from the calculation:
E_tot: -141.96656 Ha
net charge: 0
relative energy (zero: lowest compared OMol25 entry of this formula, charge and spin): 273.5 kJ/mol
orbital gap: 7.3257 eV
2S+1: 1

Results of the natural (NBO) charge analysis, in e, for atoms 1 through 5: number 1, B, carries 0.27; number 2, C, carries -0.81; number 3, C, carries -0.27; number 4, C, carries -0.40; number 5, H, carries 0.25


No. 2
ORCA calculation (ωB97M-V with the def2-TZVPD basis set) on the molecule C3H5BN2O2 in a non-equilibrium geometry.

The geometry in XYZ format:
```
13
Properties=species:S:1:pos:R:3:forces:R:3
B 1.179084 0.200592 0.001157 1.3 -0.2 0.3
C -1.929868 0.517185 -0.059754 0.0 1.6 1.1
C -0.908145 1.550853 0.010598 -2.4 -2.2 -0.1
C -0.908071 -1.718176 -0.407486 -1.0 -0.2 -0.9
N -1.535411 -0.718489 -0.157832 1.0 -2.0 -0.7
N 0.330007 1.302456 -0.077602 0.1 0.8 0.7
O 1.893015 -0.094928 -1.118437 1.0 -0.3 -1.7
O 1.524316 -0.460947 1.166716 0.7 -1.7 0.5
H -2.960893 0.522257 0.287099 0.0 1.1 -0.3
H -1.396590 2.465642 0.143010 0.1 2.0 0.0
H -0.272168 -2.264111 0.243456 1.1 -0.8 0.9
H 2.856624 -0.035770 -1.055939 -0.5 -0.2 0.1
H 2.128094 -1.266563 1.025017 -1.4 2.1 0.1
```
Positions in Å, forces in eV/Å.

Values from the calculation:
E_tot: -402.08342 Ha
net charge: 0
relative energy (zero: lowest compared OMol25 entry of this formula, charge and spin): 45.4 kJ/mol
orbital gap (alpha / beta): 6.6634 / 7.6249 eV
2S+1: 3

Results of the natural (NBO) charge analysis, in e, for atoms 1 through 5: number 1, B, carries 1.13; number 2, C, carries 0.04; number 3, C, carries 0.03; number 4, C, carries 0.23; number 5, N, carries -0.47


No. 3
ORCA calculation (ωB97M-V with the def2-TZVPD basis set) on a structure of composition C3H5BiLiO4 in a non-equilibrium geometry.

The geometry in XYZ format:
```
14
Properties=species:S:1:pos:R:3:forces:R:3
O 0.429488 -0.250559 0.276429 4.0 -0.8 -0.1
C 1.744941 0.057516 0.261461 -7.0 -1.2 0.0
C -0.489134 0.739595 0.341933 -1.8 -0.5 0.0
O 2.538146 -0.928486 0.270511 1.4 -0.9 0.1
O 2.160522 1.223502 0.236698 1.0 1.7 0.0
C -1.789522 0.373244 -0.226706 -2.2 -3.9 -3.2
Bi 4.138054 0.501787 0.293156 3.2 1.3 0.0
H -0.101301 1.719959 0.039260 -0.6 0.4 1.2
H -2.641579 0.994318 0.154896 -0.5 -0.7 0.2
H -1.494972 0.283205 1.195285 1.7 1.2 0.0
H -1.897249 0.840702 -1.248075 0.1 -0.1 -0.7
Li 2.203076 -2.787221 0.439675 -0.4 -1.7 0.1
O -1.974427 -1.327088 -0.782394 1.6 4.7 2.3
H -2.826038 -1.440478 -1.252130 -0.5 0.6 0.2
```
Positions in Å, forces in eV/Å.

Values from the calculation:
E_tot: -638.24145 Ha
net charge: +4
relative energy (zero: lowest compared OMol25 entry of this formula, charge and spin): 463.8 kJ/mol
orbital gap (alpha / beta): 4.6169 / 4.4520 eV
2S+1: 2

Results of the natural (NBO) charge analysis, in e, for atoms 1 through 5: number 1, O, carries -0.38; number 2, C, carries 1.01; number 3, C, carries 0.03; number 4, O, carries -0.85; number 5, O, carries -0.69


No. 4
ORCA calculation (ωB97M-V with the def2-TZVPD basis set) on a structure of composition C3H5BiO3 in a non-equilibrium geometry.

The geometry in XYZ format:
```
12
Properties=species:S:1:pos:R:3:forces:R:3
H 0.498096 -0.629146 1.847745 3.7 -0.9 -1.3
C -0.753819 -1.696842 0.049730 -2.0 1.8 0.0
C -1.086792 -0.370887 0.119792 -0.4 -3.3 -1.0
O -0.117731 0.461759 -0.512537 0.3 0.4 -0.2
C -0.352820 1.727973 -0.810644 -1.6 0.7 -0.8
O 0.876167 2.222715 -0.805344 -0.1 0.5 -0.5
H -1.336247 -2.362563 0.690100 -0.1 -0.1 -0.6
H -2.095338 0.034181 0.064389 0.2 0.4 1.3
H 0.975806 2.999692 -1.373704 0.0 0.9 0.0
Bi 2.045346 0.449799 0.077847 3.4 -0.2 -1.2
O 1.534423 -0.743297 1.449128 -4.3 -0.2 3.4
H -0.187087 -2.093380 -0.796505 0.9 0.0 0.9
```
Positions in Å, forces in eV/Å.

Values from the calculation:
E_tot: -556.72040 Ha
net charge: +2
relative energy (zero: lowest compared OMol25 entry of this formula, charge and spin): 374.6 kJ/mol
orbital gap: 7.0384 eV
2S+1: 1

Results of the natural (NBO) charge analysis, in e, for atoms 1 through 5: number 1, H, carries 0.57; number 2, C, carries -0.32; number 3, C, carries -0.02; number 4, O, carries -0.63; number 5, C, carries 0.61


No. 5
ORCA calculation (ωB97M-V with the def2-TZVPD basis set) on a cluster of 2 separate species, C3H5Br2P in total in a non-equilibrium geometry.

The geometry in XYZ format:
```
11
Properties=species:S:1:pos:R:3:forces:R:3
C 0.568098 1.556714 -0.884958 1.1 0.4 -0.7
C 0.491058 0.445450 -0.225751 -1.3 -3.5 1.3
C -1.501579 -0.236581 0.980191 3.2 -1.1 -1.9
P 1.707325 -0.986177 -0.352204 -0.6 2.1 -2.4
Br 0.367948 -2.260019 -1.665070 0.2 0.0 0.6
Br 1.714199 -1.689643 1.634868 -0.3 -0.9 1.7
H 1.390567 1.843193 -1.536059 0.3 -0.3 0.1
H -0.155829 2.303963 -0.839523 -1.4 1.0 0.2
H -2.117994 0.470668 0.496693 -0.4 1.2 0.4
H -0.696943 -0.188432 1.704446 -1.1 0.7 0.7
H -1.766850 -1.259137 0.687366 0.4 0.3 0.0
```
Positions in Å, forces in eV/Å.

Values from the calculation:
E_tot: -5606.56640 Ha
net charge: 0
relative energy (zero: lowest compared OMol25 entry of this formula, charge and spin): 337.8 kJ/mol
orbital gap (alpha / beta): 8.0481 / 7.9505 eV
2S+1: 1

Results of the natural (NBO) charge analysis, in e, for atoms 1 through 5: number 1, C, carries -0.47; number 2, C, carries -0.32; number 3, C, carries -0.49; number 4, P, carries 0.64; number 5, Br, carries -0.23


No. 6
ORCA calculation (ωB97M-V with the def2-TZVPD basis set) on a cluster of 2 separate species, C3H5BrClF in total in a non-equilibrium geometry.

The geometry in XYZ format:
```
11
Properties=species:S:1:pos:R:3:forces:R:3
C -0.442708 0.881459 0.169405 0.2 1.2 2.0
C 0.783815 -1.344535 -0.435431 -1.4 2.7 -0.1
C 0.104437 -0.411880 0.540297 -3.5 -4.2 2.8
F -1.386022 -1.475567 0.834090 2.5 2.1 -0.6
Cl -0.215016 -1.111093 -1.954846 1.2 -1.0 0.0
Br 0.828151 -0.582700 2.299377 0.1 0.2 -0.4
H -1.175023 1.379756 0.867678 0.9 -1.1 -0.5
H 0.419668 1.534367 0.083270 0.2 0.4 -0.2
H -0.841549 0.702537 -0.763129 -1.2 0.4 -1.9
H 0.792169 -2.390131 -0.136654 0.3 0.4 0.0
H 1.691809 -0.724860 -0.444708 0.7 -1.2 -1.1
```
Positions in Å, forces in eV/Å.

Values from the calculation:
E_tot: -3251.30658 Ha
net charge: 0
relative energy (zero: lowest compared OMol25 entry of this formula, charge and spin): 163.3 kJ/mol
orbital gap: 11.1649 eV
2S+1: 1

Results of the natural (NBO) charge analysis, in e, for atoms 1 through 5: number 1, C, carries -0.74; number 2, C, carries -0.44; number 3, C, carries 0.36; number 4, F, carries -0.55; number 5, Cl, carries -0.05


No. 7
ORCA calculation (ωB97M-V with the def2-TZVPD basis set) on a structure of composition C3H5BrFN in a non-equilibrium geometry.

The geometry in XYZ format:
```
11
Properties=species:S:1:pos:R:3:forces:R:3
C 2.186400 0.097718 -0.207349 1.7 0.4 -1.3
C 1.246992 -0.686921 0.183213 -1.1 -1.3 0.5
C -0.956049 0.524180 -0.210996 -1.7 -1.5 -2.6
N -1.539789 -0.480926 0.311172 0.7 0.5 -0.1
F -0.504236 1.619538 0.346921 0.3 0.2 0.4
Br -3.962091 -0.241275 -0.034029 -0.1 0.0 0.0
H 3.317251 -0.150042 -0.096386 -1.9 0.6 -0.1
H 1.865142 0.938270 -0.895124 0.9 -0.6 1.0
H 0.901460 -1.636236 0.631368 0.7 0.9 -0.3
H -1.130122 0.541700 -1.328105 0.9 0.8 1.2
H -1.424954 -0.526007 1.299318 -0.3 0.0 1.2
```
Positions in Å, forces in eV/Å.

Values from the calculation:
E_tot: -2845.74858 Ha
net charge: 0
relative energy (zero: lowest compared OMol25 entry of this formula, charge and spin): 361.6 kJ/mol
orbital gap (alpha / beta): 9.2333 / 6.6219 eV
2S+1: 1

Results of the natural (NBO) charge analysis, in e, for atoms 1 through 5: number 1, C, carries -0.52; number 2, C, carries -0.11; number 3, C, carries 0.53; number 4, N, carries -0.65; number 5, F, carries -0.31


No. 8
ORCA calculation (ωB97M-V with the def2-TZVPD basis set) on a cluster of 2 separate species, C3H5BrO in total in a non-equilibrium geometry.

The geometry in XYZ format:
```
10
Properties=species:S:1:pos:R:3:forces:R:3
C 1.707860 0.112965 0.284817 0.7 -2.0 -0.1
C -0.663448 -0.598387 0.211230 1.4 -0.3 3.7
C 0.366511 0.401401 0.046400 -2.2 -0.5 -2.0
O 2.238269 -0.957176 0.375079 0.2 -1.3 -0.1
Br 1.538324 1.199595 -2.960433 -0.5 -0.4 1.5
H 2.142988 0.960913 0.593667 2.7 3.5 1.0
H -1.573866 -0.236024 0.659625 -0.3 0.5 0.2
H -0.214869 -1.403209 0.885072 -0.9 0.6 -1.4
H -0.944791 -0.892201 -0.726558 -0.6 -1.4 -2.7
H 0.178314 1.413893 -0.148346 -0.5 1.3 -0.1
```
Positions in Å, forces in eV/Å.

Values from the calculation:
E_tot: -2766.41725 Ha
net charge: 0
relative energy (zero: lowest compared OMol25 entry of this formula, charge and spin): 311.9 kJ/mol
orbital gap: 5.5821 eV
2S+1: 1

Results of the natural (NBO) charge analysis, in e, for atoms 1 through 5: number 1, C, carries 0.28; number 2, C, carries -0.73; number 3, C, carries 0.17; number 4, O, carries -0.43; number 5, Br, carries -0.45


No. 9
ORCA calculation (ωB97M-V with the def2-TZVPD basis set) on the molecule C3H5BrO in a non-equilibrium geometry.

The geometry in XYZ format:
```
10
Properties=species:S:1:pos:R:3:forces:R:3
C -0.468050 -0.484298 0.019589 2.5 0.8 0.0
C -0.211043 0.889208 0.646196 -0.1 -2.4 -1.5
C 1.025114 -1.041238 0.286343 -2.9 1.7 -1.3
O 0.124687 1.857310 -0.200962 0.4 1.1 -3.1
Br 1.545242 -2.230380 1.612411 -0.3 0.1 0.1
H -1.264153 -1.064390 0.455572 -0.1 -0.2 0.1
H -0.683729 -0.210146 -1.074023 0.3 -1.1 1.4
H 0.166765 1.059727 1.619867 0.0 0.0 0.9
H 1.802520 -0.621850 -0.335390 0.1 -0.1 0.2
H 0.038478 1.654362 -1.218861 -0.1 0.2 3.2
```
Positions in Å, forces in eV/Å.

Values from the calculation:
E_tot: -2766.41821 Ha
net charge: 0
relative energy (zero: lowest compared OMol25 entry of this formula, charge and spin): 309.4 kJ/mol
orbital gap (alpha / beta): 7.4831 / 8.1502 eV
2S+1: 1

Results of the natural (NBO) charge analysis, in e, for atoms 1 through 5: number 1, C, carries -0.49; number 2, C, carries 0.16; number 3, C, carries -0.39; number 4, O, carries -0.67; number 5, Br, carries 0.08


No. 10
ORCA calculation (ωB97M-V with the def2-TZVPD basis set) on a cluster of 2 separate species, C3H5BrO in total in a non-equilibrium geometry.

The geometry in XYZ format:
```
10
Properties=species:S:1:pos:R:3:forces:R:3
C -0.671458 -2.310331 -0.186655 1.0 1.1 -0.2
C -0.656271 -0.232216 0.313662 0.6 -2.9 1.5
C 0.146784 0.803782 -0.422464 -1.7 1.6 -2.3
O -0.118312 -3.323244 0.127948 -0.8 2.5 0.2
Br -2.510665 0.192927 0.164369 -0.4 -0.3 -0.1
H -1.393911 -2.223515 -1.000099 -0.6 -0.2 -0.2
H -0.448185 -0.305138 1.414449 0.0 0.2 -1.2
H -0.237276 0.969708 -1.526628 0.4 -0.7 2.0
H 1.200093 0.574704 -0.610779 0.0 0.3 0.9
H -0.183963 1.820250 0.053119 1.5 -1.6 -0.6
```
Positions in Å, forces in eV/Å.

Values from the calculation:
E_tot: -2766.45570 Ha
net charge: 0
relative energy (zero: lowest compared OMol25 entry of this formula, charge and spin): 211.0 kJ/mol
orbital gap: 9.5441 eV
2S+1: 1

Results of the natural (NBO) charge analysis, in e, for atoms 1 through 5: number 1, C, carries 0.49; number 2, C, carries -0.35; number 3, C, carries -0.69; number 4, O, carries -0.48; number 5, Br, carries 0.01